(1)
Computed, not measured: a 5-piece molecular cluster, C27H64BrClN5O5 overall, with the ωB97M-V functional and the def2-TZVPD basis.

Calculated values
highest occupied orbital energy	-0.385	Eh
spin multiplicity	1
largest force on an atom	0.1103	Eh/bohr
E	-129275.1782	eV
total charge	+1
HOMO-LUMO gap	6.0	eV

XYZ file:
```
103
Properties=species:S:1:pos:R:3:mulliken_charge:R:1
Br 4.02911 2.21701 1.46602 -0.124
Cl -1.15385 3.11178 -1.53256 -0.137
O -4.92724 -8.67818 3.64698 -0.417
O -6.15651 3.50378 -7.61473 -0.397
O 8.12928 6.10718 1.31515 -0.376
O -1.67830 5.13448 -4.30894 -0.191
O -0.69558 -5.25810 4.24842 -0.421
N 6.83634 3.62985 0.50784 -0.500
N -2.04875 -9.02851 3.41849 -0.675
N -6.23236 3.80271 -4.72240 -0.708
N 1.33099 1.06861 -0.61620 0.506
N 0.75289 -2.83139 3.56021 -0.551
C 1.80014 0.28262 0.58758 -0.373
C -0.23022 1.75210 -2.46447 -0.174
C 1.30169 2.10445 -2.93892 -0.008
C -5.38997 2.76837 -5.33937 0.472
C -2.45060 6.09922 -3.49835 -0.572
C -3.93412 3.23206 -5.30782 -0.983
C 8.52918 3.03101 2.15889 -1.412
C -5.60666 -9.91937 3.52628 -0.623
C -4.07760 -8.57930 4.79423 -0.465
C -0.50500 -3.16357 2.87647 0.430
C 2.67257 0.17629 3.08605 -0.742
C 0.12656 0.73514 -1.18508 -0.166
C 1.66399 3.58964 -3.53048 -0.676
C -2.87023 -10.86243 4.80131 -1.465
C 8.27902 3.65677 0.78727 0.240
C 2.31308 1.24590 1.85173 -0.071
C -0.79649 -4.68285 2.94199 -0.831
C 0.61371 4.17123 -4.64736 -0.444
C 8.85632 5.08454 0.62708 -0.692
C 1.93139 2.21759 -1.39420 -0.943
C -1.62202 -2.28723 3.44199 -1.414
C -2.73684 -9.34503 4.67805 0.419
C -5.90478 2.39154 -6.75021 -0.760
C -0.27068 5.40419 -3.95269 -0.695
C 8.34797 6.13868 2.71797 -0.609
C -1.79628 -4.97499 5.09990 -0.700
C -4.98789 4.09697 -8.16169 -0.598
H -1.83896 -5.75209 5.86891 0.296
H -3.30213 2.59475 -5.93552 0.330
H -3.54430 3.18302 -4.28414 0.196
H -5.45014 1.86484 -4.72256 0.357
H 2.61051 -0.53258 0.36662 0.198
H -0.11635 5.44942 -2.78053 0.355
H -4.62540 -8.86341 5.70147 0.420
H 2.71551 3.48143 -4.08397 0.363
H 8.38375 1.94527 2.11082 0.332
H 1.62151 1.16928 -3.58049 0.303
H 9.91860 5.12143 0.89927 0.408
H 3.76749 -0.21655 2.82775 0.330
H -3.80879 4.26757 -5.63363 -0.014
H -0.04253 -5.19588 2.33785 0.346
H -4.22434 3.35403 -8.40761 0.279
H 8.80364 5.35122 -0.43253 0.345
H 0.83450 -0.27421 1.01520 0.011
H -1.85223 -8.02606 3.39568 0.184
H 1.96115 -0.75312 3.10342 0.069
H 8.11159 7.14530 3.07564 0.263
H 1.44743 1.93338 2.26686 0.372
H -2.72056 -9.16310 2.65906 0.343
H 7.66196 5.45380 3.21642 0.204
H 2.75963 0.71791 4.12380 0.314
H 6.40083 4.36580 1.06901 0.320
H 3.08741 1.98668 -1.46860 0.352
H 7.84371 3.39778 2.92683 0.290
H -5.92199 -10.31328 4.49625 0.290
H -1.61923 -2.24392 4.53389 0.314
H 8.78248 3.02120 0.05037 0.344
H -3.22396 -11.33590 3.88215 0.298
H 6.68362 3.93475 -0.45535 0.221
H 0.71620 -3.25112 4.49224 0.280
H -1.89408 -11.31067 5.02149 0.362
H 1.85269 4.36924 -2.65872 0.331
H -5.27111 4.62071 -9.07960 0.276
H -5.24078 1.66863 -7.24051 0.397
H -6.86918 1.88877 -6.63264 0.376
H -0.39904 -2.90126 1.81798 0.252
H -4.59549 4.84681 -7.47474 0.200
H 0.14280 6.42560 -4.37124 0.339
H 9.38528 5.91234 2.97914 0.291
H -2.10298 -9.01237 5.50751 0.362
H -2.74623 -4.97000 4.55857 0.305
H -6.32362 4.56692 -5.39609 0.314
H 9.55473 3.21481 2.49661 0.362
H -3.55249 -11.13502 5.61359 0.340
H 1.51742 -3.32804 3.09883 0.291
H -6.49669 -9.76040 2.91012 0.266
H -0.96257 1.24182 -3.25239 0.478
H -1.90491 7.13586 -3.53641 0.325
H -7.18367 3.44046 -4.63395 0.283
H -1.50467 -1.25425 3.09350 0.290
H -2.60584 -2.63944 3.11392 0.374
H -0.66532 -0.08307 -0.91109 0.368
H 1.63759 3.21134 -0.82006 0.346
H -3.84852 -7.51461 4.89721 0.139
H -2.47029 5.71584 -2.37043 0.150
H -3.52250 6.21057 -3.95462 0.221
H 1.23803 4.70355 -5.51436 0.343
H -1.63484 -4.02697 5.61305 0.276
H -0.05175 3.36550 -5.17419 0.216
H -1.76682 -4.92574 2.49105 0.436
H -4.97807 -10.63732 2.99944 0.221
```

***

(2)
Computed, not measured: the molecule CH2INO, with the ωB97M-V functional and the def2-TZVPD basis.

Calculated values
highest occupied orbital energy (alpha / beta)	-0.335 / -0.335	Eh
spin multiplicity	1
SMILES	NC(=O)I
largest force on an atom	0.0541	Eh/bohr
E	-12707.4437	eV
HOMO-LUMO gap (alpha / beta)	8.4 / 8.4	eV

XYZ file:
```
6
Properties=species:S:1:pos:R:3:mulliken_charge:R:1
I 2.09279 0.91267 -1.27102 -0.230
O 0.88181 -0.35852 1.46888 -0.338
N -0.80367 -0.13883 -0.09230 -0.340
C 0.38210 -0.10781 0.44184 0.413
H -0.97760 0.11420 -1.04920 0.244
H -1.57543 -0.42171 0.50181 0.251
```

***

(3)
Computed, not measured: a 8-piece molecular cluster, C6H29N2O7 overall, with the ωB97M-V functional and the def2-TZVPD basis.

Calculated values
highest occupied orbital energy	-0.423	Eh
spin multiplicity	1
largest force on an atom	0.0659	Eh/bohr
E	-23998.9797	eV
total charge	+1
HOMO-LUMO gap	9.0	eV

XYZ file:
```
44
Properties=species:S:1:pos:R:3:mulliken_charge:R:1
O -0.73155 -2.49088 2.67379 -0.582
O 0.83486 1.92433 -1.25292 -0.537
O -0.24565 4.31441 -0.51342 -0.724
O 2.48776 -0.11789 -2.50245 -0.610
O 3.77055 -0.75408 0.19279 -0.711
O -2.69753 2.27245 0.19299 -0.569
O -0.70547 2.32398 1.84265 -0.554
N 1.07859 -0.89658 1.49365 -0.268
N -0.27278 -0.42444 -1.80876 0.115
C 1.51150 -0.05645 2.67147 -0.995
C -0.01142 -0.35285 0.74400 -0.316
C -1.27467 -2.20955 -0.40264 -0.755
C -0.05949 -1.27744 -0.52604 -0.211
C -2.08339 -1.98639 -1.74887 -0.575
C -1.27866 -1.15732 -2.71583 -0.636
H 0.13745 0.71695 0.58485 0.418
H -1.97392 -1.95078 0.38513 0.257
H 2.50523 -0.36689 2.92848 0.339
H 3.09026 -0.36770 -3.21224 0.285
H -0.65029 -1.62689 -3.48049 0.323
H -1.14801 -1.78388 3.17647 0.273
H -1.00694 -0.31121 1.23191 0.279
H 2.96571 -0.56191 -1.77690 0.274
H 0.79433 2.82493 -0.89157 0.276
H 0.85494 -0.38089 3.49668 0.297
H 0.42539 4.78847 -0.00112 0.337
H 2.98273 -0.35500 0.59914 0.303
H -1.59292 1.98655 1.88173 0.246
H -0.46628 3.18843 2.16893 0.280
H -0.65693 3.80089 0.21361 0.343
H -1.21787 -3.24992 3.01331 0.287
H 1.70912 1.78915 -1.63196 0.268
H -2.87078 -1.28813 -1.44773 0.216
H 0.63182 -0.33180 -2.28940 0.313
H 1.19689 0.95470 2.45140 0.342
H 1.01562 -1.85036 1.80204 0.163
H 0.88845 -1.74963 -0.68413 0.427
H -1.90546 -0.44097 -3.23043 0.389
H -0.93461 -3.24268 -0.34710 0.420
H -2.69694 2.85537 -0.57512 0.287
H -3.35709 1.59800 -0.04166 0.273
H -2.56234 -2.89309 -2.12893 0.425
H 4.04206 -1.36999 0.87861 0.332
H -0.52225 0.50699 -1.41392 0.256
```

***

(4)
Computed, not measured: C30H45NO2P2S2Yb as an isolated structure, with the ωB97M-V functional and the def2-TZVPD basis.

Calculated values
highest occupied orbital energy (alpha / beta)	-0.324 / -0.321	Eh
spin multiplicity	2
largest force on an atom	0.0665	Eh/bohr
E	-109193.2041	eV
total charge	+1
HOMO-LUMO gap (alpha / beta)	5.2 / 5.1	eV

XYZ file:
```
83
Properties=species:S:1:pos:R:3:mulliken_charge:R:1
Yb -0.78931 1.59421 -0.33117 0.470
S 1.16081 2.64716 3.01329 1.001
S -2.54831 1.34566 1.73690 -0.500
P 1.83956 0.04510 -0.98448 1.079
P -1.08148 -1.25714 -1.28034 1.288
O 2.09956 1.66775 3.52169 -0.615
O 1.65560 3.82251 2.33600 -0.697
N -0.01202 1.94479 2.01103 -0.185
C 0.56640 -0.77319 -5.88083 -1.178
C -0.88517 -2.29925 2.28771 0.636
C -1.00324 -2.55280 -2.57337 -1.256
C -1.54594 -0.18695 -4.49687 -0.010
C 0.17001 3.57479 5.58433 -0.718
C 0.86598 -3.37199 0.70470 -1.254
C 0.44728 -2.53785 1.82860 0.643
C -0.52334 1.94628 -5.28363 -1.146
C -1.29207 2.71641 3.84419 -0.132
C 1.37243 -0.32665 -4.71044 0.079
C -0.01689 3.07757 4.29609 0.291
C -1.24442 2.02516 2.56494 1.009
C -0.95067 -0.97695 -5.62941 -1.358
C -2.12910 -2.77416 1.67332 -1.707
C -1.30254 1.12686 -4.29555 -0.559
C 1.62092 0.95787 -4.34266 -0.351
C 1.11344 -0.74593 5.02649 -1.522
C 3.04122 -0.91318 -2.01700 -1.666
C 0.97665 2.14351 -4.93139 -1.191
C -2.21500 3.38715 5.98727 -0.656
C 1.35022 -1.89787 2.73859 0.290
C 0.57281 -1.32955 3.79782 0.930
C -0.79813 -1.57051 3.50925 0.695
C -0.92817 3.72613 6.43490 -0.522
C -2.63661 -0.28020 -1.54820 -1.401
C 2.33953 1.80904 -1.28917 -1.242
C 2.80597 -1.90643 2.66694 -1.613
C -1.91732 -1.25020 4.40104 -1.513
C -2.38463 2.89003 4.69264 -0.460
C 0.20476 -0.00370 -1.97946 0.836
H 3.43428 1.81621 -1.42069 0.506
H 3.41793 -0.38677 -2.90526 0.469
H 1.44129 -4.25934 1.03501 0.449
H -1.98652 -3.11196 0.64514 0.319
H 0.70802 -0.09126 -6.73399 0.390
H -2.78799 -1.88125 4.17940 0.412
H 1.86771 2.29229 -2.16341 0.257
H -2.38987 -0.69306 -4.00861 0.807
H 1.16221 3.82511 5.94672 0.470
H -1.63396 -1.41442 5.45038 0.387
H 2.12061 2.39268 -0.37540 0.327
H 1.87965 0.00493 4.80443 0.272
H 1.47747 2.46355 -5.86002 0.424
H -0.46901 -3.40870 -2.12747 0.434
H 0.35904 -0.47533 -2.95013 -1.729
H -2.69726 0.26893 -2.49769 0.344
H -0.15468 0.97587 -2.40055 -0.172
H -2.54802 -3.61320 2.24051 0.494
H -1.77991 1.68538 -3.47359 0.764
H -0.82661 4.10407 7.44633 0.432
H 0.32242 -0.23138 5.59152 0.373
H 1.05149 2.97104 -4.21518 0.250
H -0.61337 1.50955 -6.29514 0.265
H 1.91933 -1.14174 -4.21968 0.262
H -1.48468 -0.74216 -6.57508 0.472
H -1.15439 -2.04250 -5.41593 0.388
H 1.55680 -1.51687 5.68104 0.331
H -2.88602 -1.97554 1.66204 0.302
H 1.51167 -2.82291 0.00073 0.049
H 2.62362 -1.88636 -2.31146 0.419
H -3.38177 2.59875 4.34460 0.465
H 3.22177 -0.95816 3.04353 0.308
H 0.94837 -1.75915 -6.19895 0.419
H 0.00428 -3.75655 0.14063 0.320
H -0.98519 2.94472 -5.31969 0.544
H 3.90655 -1.11745 -1.36615 0.484
H 2.51959 1.15124 -3.76657 1.024
H -3.07190 3.49505 6.65394 0.407
H -0.46571 -2.22809 -3.47414 0.086
H -2.01517 -2.89115 -2.84392 0.488
H 3.16592 -2.03162 1.63568 0.334
H -2.24826 -0.20597 4.30912 0.155
H 3.23701 -2.72655 3.26654 0.329
H -3.42821 -1.04393 -1.53307 0.497
H -2.84731 0.42051 -0.70934 0.180
```

***

(5)
Computed, not measured: a 2-piece molecular cluster, C2H5F2PS overall, with the ωB97M-V functional and the def2-TZVPD basis.

Calculated values
highest occupied orbital energy (alpha / beta)	-0.367 / -0.368	Eh
spin multiplicity	1
largest force on an atom	0.0714	Eh/bohr
E	-27711.9349	eV
HOMO-LUMO gap (alpha / beta)	7.0 / 6.9	eV

XYZ file:
```
11
Properties=species:S:1:pos:R:3:mulliken_charge:R:1
S 3.93737 -1.41421 -0.15416 0.003
P 2.20166 1.33843 0.38914 0.461
F 1.00826 2.43507 0.44801 -0.275
F 2.31744 1.53154 -1.22738 -0.249
C -0.23429 -0.01096 -0.09400 -1.115
C 1.14100 -0.19921 0.45385 -0.459
H 1.44353 -0.95301 -0.19288 0.282
H -0.77936 0.81841 0.36444 0.327
H 1.38656 -0.59370 1.51562 0.459
H -0.81857 -1.04704 -0.19543 0.293
H -0.18684 0.22967 -1.25763 0.272
```

***

(6)
Computed, not measured: C29H31CoN3O2P2 as an isolated structure, with the ωB97M-V functional and the def2-TZVPD basis.

Calculated values
highest occupied orbital energy (alpha / beta)	-0.562 / -0.621	Eh
spin multiplicity	5
largest force on an atom	0.0583	Eh/bohr
E	-95316.0896	eV
total charge	+3
HOMO-LUMO gap (alpha / beta)	5.8 / 6.8	eV

XYZ file:
```
68
Properties=species:S:1:pos:R:3:mulliken_charge:R:1
Co -2.36005 1.44431 0.35572 -0.040
P 0.35577 -1.14805 -1.15147 0.852
P 1.44621 -0.22529 0.60354 0.920
O -1.47069 3.33613 0.47325 -0.427
O -1.79200 5.47322 0.82055 -0.286
N -2.44603 0.48895 2.12626 -0.568
N -3.83227 2.82958 -0.57169 -0.518
N -3.45453 4.19093 -0.22905 -0.149
C 1.16651 -4.71471 -3.00899 -0.790
C -2.60867 6.66219 0.70395 -0.802
C -0.03376 1.08973 2.64772 1.834
C -1.39613 -1.13274 -0.82144 0.262
C 0.94643 -3.72758 -2.03985 -0.166
C -2.25257 4.30288 0.39064 0.505
C -1.94611 -2.30242 -0.25717 -0.847
C 0.74350 -2.37579 -2.41946 0.881
C 1.44238 1.20189 -0.58308 -0.468
C 4.56383 -2.83923 0.65263 -0.859
C -2.30196 -0.09656 -1.23536 -0.270
C 1.99702 -0.25517 3.29859 -0.908
C 4.18306 -0.17639 -0.15229 -0.434
C 5.44954 -0.78737 -0.29758 -0.848
C 0.63809 -2.07501 -3.78845 -0.399
C 1.64772 -0.20543 4.64613 -0.712
C 0.91036 -3.06046 -4.76881 -0.794
C 1.17054 -4.38080 -4.38699 -0.447
C 3.10931 -0.88304 0.43013 0.403
C 3.32171 -2.21631 0.86713 -0.117
C 1.12646 0.18128 2.27567 0.152
C -3.69739 -0.23593 -1.02397 0.142
C -1.28224 0.84549 1.84166 -0.147
C 5.62395 -2.12665 0.07109 -0.502
C 0.82599 0.51074 -1.83787 -1.164
C -3.32084 -2.41802 0.00425 -0.833
C -4.18925 -1.37248 -0.34917 -0.936
C 0.45335 0.45430 5.04086 -0.847
C -0.34802 1.02966 4.10158 -0.629
H 2.43118 1.61570 -0.78861 0.495
H 2.27369 -0.62698 5.41466 0.472
H 4.09618 0.86895 -0.44298 0.351
H 1.32248 -5.76342 -2.73400 0.419
H 1.59067 0.36339 -2.60273 0.622
H -4.83580 2.69587 -0.36041 0.318
H 4.70608 -3.86940 0.98532 0.444
H 6.30198 -0.22682 -0.67781 0.446
H 0.34750 -1.08699 -4.12196 0.380
H 0.79211 1.97542 -0.15137 -0.045
H 2.53113 -2.78042 1.39438 0.507
H 0.95404 -4.01405 -0.98007 0.316
H -3.72090 -3.33200 0.46130 0.473
H 0.29402 2.11275 2.40215 0.540
H -2.62849 7.05480 -0.32345 0.356
H -0.01674 1.05338 -2.26510 0.561
H -2.96950 -0.11426 2.76731 0.266
H 1.37183 -5.16026 -5.13748 0.412
H 6.60568 -2.61273 -0.06335 0.416
H 0.92335 -2.80085 -5.84453 0.406
H -1.98882 0.66188 -1.95838 0.869
H -1.28167 1.48072 4.40679 0.453
H 0.14982 0.47601 6.09267 0.439
H -3.71668 2.70734 -1.59106 0.344
H -5.26183 -1.45770 -0.12751 0.458
H -4.17362 4.91302 -0.11049 0.225
H -3.62668 6.50734 1.05772 0.362
H 2.99032 -0.62064 3.04340 0.523
H -2.12934 7.39638 1.35980 0.266
H -1.30631 -3.16872 -0.04323 0.370
H -4.41490 0.46644 -1.48966 0.493
```

***

(7)
Computed, not measured: an isolated ion of composition C5H11N and charge -1, with the ωB97M-V functional and the def2-TZVPD basis.

Calculated values
highest occupied orbital energy (alpha / beta)	0.057 / -0.157	Eh
spin multiplicity	2
largest force on an atom	0.0465	Eh/bohr
E	-6851.0747	eV
total charge	-1
HOMO-LUMO gap (alpha / beta)	2.9 / 8.7	eV

XYZ file:
```
17
Properties=species:S:1:pos:R:3:mulliken_charge:R:1
N -0.04484 0.87960 -0.06587 1.704
C -0.41878 -1.43540 -0.78120 -0.727
C -0.42671 1.72273 1.04127 -2.818
C 0.85846 -1.34681 0.06200 -1.591
C -1.09656 -0.07086 -0.51633 -1.640
C 1.18467 0.16739 0.04503 -1.925
H -1.74636 -0.12305 0.37706 0.463
H 1.86845 0.40641 0.87062 0.690
H -1.70631 0.37947 -1.30589 0.362
H -0.83084 1.18401 1.91654 1.137
H 1.92059 0.28444 -0.77839 0.003
H 0.64703 -1.62853 1.09017 1.238
H -1.15082 2.45571 0.67973 0.381
H 1.64837 -1.91874 -0.43086 0.733
H -0.39841 -1.57766 -1.85587 0.400
H -1.03222 -2.21616 -0.31280 0.218
H 0.43076 2.31976 1.34354 0.372
```

***

(8)
Computed, not measured: a 2-piece molecular cluster, C5H17N2O overall, with the ωB97M-V functional and the def2-TZVPD basis.

Calculated values
highest occupied orbital energy	-0.501	Eh
spin multiplicity	1
largest force on an atom	0.0356	Eh/bohr
E	-10481.8464	eV
total charge	+1
HOMO-LUMO gap	10.4	eV

XYZ file:
```
25
Properties=species:S:1:pos:R:3:mulliken_charge:R:1
O -4.17030 -2.04529 -0.12094 -0.617
N 0.03942 0.50563 0.02663 -0.425
N 1.11284 0.37157 -2.42008 -0.270
C 1.19855 -0.88401 -1.57451 -0.624
C 0.84441 0.66523 1.29358 0.534
C 1.67810 1.92510 1.15224 -1.409
C 0.05504 -0.80658 -0.58371 -0.576
C -0.03891 0.71158 2.52264 -1.505
H -0.53768 1.66195 2.75828 0.374
H 1.50931 -0.19491 1.38190 0.185
H -0.89815 -1.03407 -1.09242 0.430
H -0.93219 0.66802 0.26301 0.280
H 2.32134 1.88643 0.27045 0.344
H 0.52176 0.49160 3.43169 0.380
H 0.06148 -1.74929 -0.01959 0.336
H 0.32244 0.36744 -3.07463 0.353
H 2.15206 -0.84674 -1.05373 0.340
H 1.10378 2.84638 1.18376 0.344
H 0.91880 1.09389 -1.70444 0.306
H -4.91348 -2.58616 0.08420 0.311
H -0.92052 0.06378 2.50125 0.419
H 1.17572 -1.74698 -2.23479 0.425
H 1.98562 0.53101 -2.92442 0.349
H 2.36259 1.93369 2.01024 0.407
H -3.73993 -2.65521 -0.75830 0.309
```